Computed, not measured: 2 unconnected molecules or ions with the total composition C5H9N3O2 in a non-equilibrium geometry, with ωB97M-V with the def2-TZVPD basis set.

- LUMO level (Eh) = 0.00109
- structure (SMILES) = O=c1cc[nH]c(=O)[nH]1.CN
- gap between HOMO and LUMO (eV) = 9.8
- energy relative to the best compared isomer or geometry (same formula, charge and spin) (kJ/mol) = 258.35

Bonds (Å) are listed after each position.
Cartesian coordinates (Å):
1 O 3.8314 -1.7351 -0.7330  C2 1.256
2 C 2.9893 -0.8857 -0.3497  O1 1.256, C3 1.467, N8 1.537
3 C 1.8112 -1.3417 0.3955  C2 1.467, C4 1.319, H9 1.115
4 C 0.9697 -0.4361 0.8550  C3 1.319, N5 1.291, H10 1.169
5 N 1.2741 0.8180 0.8824  C4 1.291, C6 1.412, H11 1.107
6 C 2.2253 1.3744 -0.0007  N5 1.412, O7 1.287, N8 1.483
7 O 2.1720 2.5633 -0.4916  C6 1.287
8 N 3.4560 0.5703 -0.1961  C2 1.537, C6 1.483, H12 1.119
9 H 1.6917 -2.4384 0.5572  C3 1.115
10 H 0.1063 -0.6910 1.6011  C4 1.169
11 H 0.4289 1.5323 0.8560  N5 1.107
12 H 4.1357 0.7217 -1.0715  N8 1.119
13 C -3.1013 -0.1306 -0.0428  N14 1.463, H15 1.051, H16 1.207, H17 1.107
14 N -4.4762 -0.2398 -0.5311  C13 1.463, H18 1.130, H19 0.989
15 H -2.6656 -0.8624 -0.6591  C13 1.051
16 H -2.6592 0.9325 -0.4044  C13 1.207
17 H -2.8463 -0.3185 1.0175  C13 1.107
18 H -4.9742 0.7104 -0.1755  N14 1.130
19 H -4.3688 -0.1436 -1.5094  N14 0.989